[1]
{
  "formula": "C49H59AsBBiN10S3Se2",
  "method": "ωB97M-V/def2-TZVPD",
  "homo_lumo_gap_ev": 7.13,
  "total_charge": 2,
  "energy_ev": -297217.1832,
  "species": ["Bi", "C", "C", "C", "C", "N", "C", "C", "N", "B", "N", "C", "C", "N", "C", "S", "C", "C", "C", "C", "N", "C", "C", "N", "C", "S", "C", "C", "C", "C", "C", "S", "H", "H", "H", "H", "H", "H", "H", "H", "H", "H", "H", "H", "H", "H", "H", "H", "H", "H", "H", "H", "H", "H", "H", "H", "H", "H", "H", "H", "H", "H", "H", "H", "H", "H", "Se", "Se", "C", "C", "C", "C", "C", "N", "C", "C", "C", "C", "C", "N", "H", "H", "H", "H", "H", "H", "H", "H", "C", "C", "C", "C", "C", "C", "As", "C", "C", "C", "C", "C", "C", "C", "C", "C", "C", "C", "C", "H", "H", "H", "H", "H", "H", "H", "H", "H", "H", "H", "H", "H", "N", "N", "H", "H", "H", "H"],
  "positions_angstrom": [[0.05024, -0.46775, -0.08405], [-0.73706, 5.09236, 1.10393], [0.23284, 5.00997, 2.27724], [-0.48199, 4.63334, 3.57285], [0.90572, 6.37174, 2.42700], [1.30815, 3.97353, 2.04254], [2.65253, 4.20794, 2.29424], [3.29728, 3.03357, 2.17774], [2.35707, 2.06365, 1.87521], [2.76135, 0.57111, 1.72198], [2.06935, -0.36714, 2.82032], [2.87321, -0.39055, 3.95798], [2.23773, -1.04003, 4.93748], [1.02444, -1.45690, 4.43157], [0.93609, -1.05862, 3.13690], [-0.50081, -1.48504, 2.22970], [-0.00104, -2.17486, 5.29230], [-1.22193, -1.27491, 5.46597], [-0.35674, -3.53850, 4.69973], [0.61998, -2.41578, 6.66594], [2.77398, 0.23806, 0.16112], [3.39809, 1.18671, -0.65463], [3.97336, 0.54105, -1.68040], [3.72362, -0.81543, -1.52387], [2.97467, -0.98388, -0.42164], [2.12459, -2.37326, 0.10982], [4.24382, -1.89658, -2.44370], [3.08084, -2.46309, -3.25029], [5.27028, -1.27531, -3.38487], [4.92992, -2.97399, -1.60952], [1.15360, 2.65517, 1.79586], [-0.31719, 1.78518, 1.59947], [-1.49654, 5.83036, 1.36120], [-1.24214, 4.15327, 0.89694], [-0.23093, 5.43350, 0.19907], [-1.19433, 5.41543, 3.83483], [0.23101, 4.53147, 4.39196], [-1.02842, 3.69649, 3.46164], [0.12313, 7.12799, 2.44974], [1.55857, 6.59616, 1.58262], [1.47119, 6.46238, 3.35450], [3.03533, 5.17958, 2.53546], [4.33824, 2.79553, 2.29740], [3.91691, 0.55079, 2.03167], [3.83699, 0.07804, 3.97386], [2.55692, -1.24034, 5.93963], [-1.71329, -1.05286, 4.52214], [-0.93714, -0.33484, 5.94000], [-1.93932, -1.77908, 6.11372], [-1.06039, -3.46974, 3.87569], [-0.81518, -4.14318, 5.48140], [0.54286, -4.05207, 4.35725], [0.86419, -1.48662, 7.18003], [1.50672, -3.04825, 6.61419], [-0.12086, -2.93521, 7.27080], [3.40995, 2.23288, -0.41120], [4.55419, 0.93024, -2.49369], [2.62049, -1.68823, -3.86321], [2.32177, -2.90314, -2.60383], [3.45838, -3.24196, -3.91395], [4.81849, -0.56753, -4.08142], [5.70844, -2.07752, -3.97567], [6.07925, -0.78322, -2.84359], [4.22376, -3.53426, -1.00021], [5.68877, -2.53670, -0.95902], [5.42373, -3.66923, -2.28748], [-1.34805, -2.47132, -2.05840], [-0.47138, -4.52619, -2.74760], [0.37107, -5.07507, -1.10072], [1.50908, -5.86232, -1.22257], [2.10424, -6.32307, -0.06241], [1.54599, -5.97986, 1.15990], [0.40669, -5.19558, 1.16079], [-0.18568, -4.74816, 0.05049], [-0.46278, -1.38325, -3.40278], [-0.61801, -1.61412, -4.76193], [-0.02502, -0.72499, -5.64067], [0.67827, 0.36346, -5.13801], [0.76348, 0.51941, -3.76840], [0.20868, -0.34615, -2.91180], [1.91848, -6.10369, -2.19455], [2.99323, -6.93750, -0.11366], [1.97882, -6.31938, 2.09006], [-0.06512, -4.90725, 2.08965], [-1.19742, -2.45455, -5.11909], [-0.12795, -0.86675, -6.70842], [1.14001, 1.08594, -5.79617], [1.28490, 1.36134, -3.32736], [-5.87502, 2.43373, 1.51564], [-5.94511, 2.61070, 0.13971], [-4.93915, 2.12172, -0.67988], [-3.85338, 1.46204, -0.11396], [-3.78738, 1.27103, 1.26242], [-4.79861, 1.76181, 2.07763], [-2.44327, 0.75370, -1.22257], [-3.38181, 0.25939, -2.82401], [-4.24840, -0.81143, -2.97898], [-4.91500, -0.96094, -4.18626], [-4.71250, -0.04006, -5.21117], [-3.84112, 1.02636, -5.04668], [-3.15919, 1.18197, -3.84378], [-2.18135, 2.25099, -3.52455], [-1.68892, 3.17851, -4.43356], [-0.69037, 4.06252, -4.04920], [-0.16888, 4.01610, -2.76182], [-0.66036, 3.09632, -1.84242], [-1.68053, 2.23661, -2.21755], [-6.66402, 2.81627, 2.14896], [-6.78962, 3.12517, -0.29870], [-5.00661, 2.26328, -1.75229], [-2.95758, 0.73221, 1.70876], [-4.74777, 1.61387, 3.14822], [-4.39595, -1.53139, -2.18307], [-5.59271, -1.79156, -4.32921], [-5.24648, -0.15338, -6.14494], [-3.70548, 1.73651, -5.85225], [-2.07096, 3.20985, -5.44590], [-0.31422, 4.78651, -4.75962], [0.62104, 4.69813, -2.47347], [-0.26145, 3.07074, -0.83714], [-3.22221, -3.41696, 0.04793], [-3.20043, -2.15119, 0.72990], [-4.04448, -3.96568, 0.28488], [-2.39429, -3.93580, 0.32648], [-3.29232, -2.27080, 1.73736], [-4.01235, -1.61964, 0.43242]]
}



[2]
{
  "formula": "C49H59N4OS6TeV",
  "method": "ωB97M-V/def2-TZVPD",
  "homo_lumo_gap_ev": 6.94,
  "relative_energy_kcal_mol": 0.0,
  "energy_ev": -157772.3710,
  "species": ["V", "C", "C", "S", "C", "C", "S", "C", "C", "S", "H", "H", "H", "H", "H", "H", "H", "H", "H", "H", "H", "H", "S", "C", "S", "S", "C", "C", "C", "C", "C", "C", "C", "N", "C", "N", "C", "C", "C", "C", "C", "C", "C", "N", "C", "C", "C", "C", "C", "C", "C", "H", "H", "H", "H", "H", "H", "H", "H", "H", "H", "H", "H", "H", "H", "H", "H", "H", "H", "H", "H", "H", "H", "C", "C", "O", "N", "Te", "C", "C", "C", "C", "C", "C", "C", "C", "C", "C", "C", "C", "C", "C", "C", "C", "C", "C", "H", "H", "H", "H", "H", "H", "H", "H", "H", "H", "H", "H", "H", "H", "H", "H", "H", "H", "H", "H", "H", "H", "H", "H", "H"],
  "positions_angstrom": [[-1.60994, -0.89960, 1.03307], [-0.02638, -6.27880, 2.08065], [-1.51978, -6.38266, 2.40226], [-2.35183, -4.78717, 2.64345], [-3.78434, -4.94162, 1.55447], [-3.66045, -4.60010, 0.05255], [-2.40398, -3.41251, -0.48280], [-1.18519, -4.44389, -1.33464], [-0.59388, -5.61166, -0.56467], [0.45070, -5.08336, 0.81102], [0.35002, -7.27043, 1.82069], [0.52296, -5.95579, 2.96677], [-1.62394, -6.96570, 3.31885], [-2.04600, -6.93640, 1.62532], [-4.52771, -4.28505, 2.00455], [-4.16983, -5.95769, 1.65340], [-4.60915, -4.16697, -0.26642], [-3.51960, -5.50177, -0.54612], [-0.40732, -3.74501, -1.64784], [-1.65946, -4.82843, -2.24125], [-0.01211, -6.22264, -1.25775], [-1.39534, -6.23914, -0.17720], [-4.74876, 0.62044, 3.62218], [-3.55188, 0.00179, 2.70300], [-2.02170, 0.83405, 2.47911], [-3.69460, -1.49027, 1.81062], [-5.02328, 1.92740, -4.76018], [-3.56706, 2.29396, -4.72163], [-3.01190, 3.15792, -5.65612], [-1.66959, 3.50756, -5.61728], [-0.86417, 3.00083, -4.61080], [-1.39639, 2.14702, -3.65587], [-2.73756, 1.77952, -3.71915], [-3.32739, 0.90316, -2.76820], [-2.54937, 0.23128, -1.82904], [-1.63523, -0.57510, -2.40984], [-0.45160, -1.09853, -1.87113], [-0.25337, -1.26696, -0.49305], [0.97058, -1.86107, -0.12823], [1.91127, -2.27055, -1.05329], [1.67112, -2.08371, -2.40676], [0.49742, -1.49451, -2.83720], [0.23952, -1.31274, -4.31131], [-2.70899, 0.33721, -0.54991], [-3.74840, 1.26202, -0.17629], [-5.05415, 0.78950, -0.07910], [-6.08934, 1.64941, 0.24971], [-5.81520, 2.98767, 0.48601], [-4.51406, 3.45182, 0.38022], [-3.45988, 2.60841, 0.04080], [-2.07160, 3.16072, -0.10078], [-5.49319, 2.30842, -5.66502], [-5.56478, 2.34677, -3.90653], [-5.15905, 0.84464, -4.72748], [-3.64964, 3.55945, -6.43474], [-1.26089, 4.17712, -6.36211], [0.18063, 3.27795, -4.55258], [-0.76684, 1.78573, -2.85162], [-4.19808, 1.24456, -2.38397], [-1.71614, -0.60605, -3.41211], [1.17100, -2.03052, 0.91798], [2.82707, -2.74413, -0.72481], [2.40176, -2.40212, -3.14148], [1.10096, -1.64732, -4.88619], [0.05624, -0.26671, -4.57329], [-0.62178, -1.89714, -4.65210], [-5.23966, -0.26405, -0.24396], [-7.09792, 1.26882, 0.34153], [-6.61084, 3.66756, 0.76142], [-4.30064, 4.49796, 0.56841], [-1.87476, 3.87850, 0.69443], [-1.94921, 3.67551, -1.05849], [-1.31014, 2.38478, -0.03878], [0.65883, -2.83560, 3.84406], [-0.61712, -2.10139, 3.52522], [-1.41762, -1.77976, 4.36756], [-0.81327, -1.73777, 2.19159], [2.79845, 0.22950, 2.74251], [4.78816, 0.62144, 2.11689], [5.54584, -0.41565, 1.55969], [5.03858, -1.82741, 1.42774], [6.84558, -0.15125, 1.13212], [7.41265, 1.10657, 1.24441], [8.81872, 1.37615, 0.78285], [6.65020, 2.11477, 1.82011], [5.35315, 1.89928, 2.27006], [4.62557, 3.05259, 2.90526], [1.91984, 1.86849, 1.72564], [2.17343, 2.08726, 0.36883], [2.86322, 1.10513, -0.54180], [1.76392, 3.29654, -0.19843], [1.09988, 4.26565, 0.53102], [0.71025, 5.58011, -0.08741], [0.79420, 3.98927, 1.86081], [1.19039, 2.81007, 2.47360], [0.85472, 2.59463, 3.92476], [0.43277, -3.62272, 4.56262], [1.34366, -2.13416, 4.32517], [1.13481, -3.24189, 2.95483], [3.96739, -1.85621, 1.23274], [5.21462, -2.39018, 2.34823], [5.55607, -2.34720, 0.62103], [7.42460, -0.95861, 0.69569], [9.22165, 0.52878, 0.22923], [9.47791, 1.56588, 1.63225], [8.85847, 2.25457, 0.13723], [7.08080, 3.10450, 1.93410], [5.33709, 3.80936, 3.23430], [4.04441, 2.72398, 3.76819], [3.93026, 3.52236, 2.20703], [3.18378, 0.20473, -0.02759], [3.73924, 1.56032, -1.00867], [2.17791, 0.79906, -1.33759], [1.98391, 3.47782, -1.24652], [0.87830, 5.57527, -1.16420], [1.29405, 6.39747, 0.34064], [-0.34250, 5.80526, 0.09128], [0.24115, 4.71998, 2.44238], [0.24144, 3.41323, 4.29937], [1.75925, 2.52902, 4.53290], [0.29540, 1.66920, 4.07487]]
}